1.
C48H39ClCuN3O4P2 as an isolated structure. Source: OMol25; level of theory: wB97M-V/def2-TZVPD.

Structure (XYZ):
```
98
Properties=species:S:1:pos:R:3:lowdin_charge:R:1
Cu 0.47986 0.15206 0.24282 0.09
O 1.20062 -2.72933 1.41247 -0.03
C 0.20807 -3.48589 0.83692 -0.27
C 0.41486 -4.81010 0.47407 -0.01
C -0.65162 -5.54727 -0.01889 -0.07
C -1.91034 -4.97954 -0.13739 -0.08
C -2.09154 -3.64993 0.20967 -0.07
C -1.03572 -2.87601 0.68385 -0.26
P -1.16830 -1.07443 0.96856 1.09
C -1.70575 -0.88855 2.70284 -0.35
C -2.37438 -1.85562 3.43907 -0.08
C -2.79835 -1.57441 4.72948 -0.08
C -2.55672 -0.32711 5.28787 -0.08
C -1.87437 0.64032 4.56040 -0.07
C -1.44168 0.35740 3.27558 -0.08
C -2.72981 -0.68989 0.06826 -0.34
C -2.70555 -0.79619 -1.32335 -0.11
C -3.81476 -0.46799 -2.07876 -0.09
C -4.97413 -0.01765 -1.45026 -0.09
C -5.00532 0.09307 -0.07042 -0.09
C -3.88769 -0.24281 0.68837 -0.07
C 2.52052 -2.96925 1.05877 -0.28
C 3.27944 -3.80427 1.86022 -0.01
C 4.60721 -4.03137 1.52688 -0.07
C 5.15788 -3.42060 0.40901 -0.07
C 4.38797 -2.56449 -0.36312 -0.06
C 3.05314 -2.31522 -0.05141 -0.25
P 2.03646 -1.05707 -0.93854 1.12
C 3.32672 -0.00854 -1.70464 -0.35
C 3.95382 0.91973 -0.87545 -0.09
C 4.88415 1.80412 -1.39030 -0.07
C 5.19228 1.77859 -2.74459 -0.08
C 4.57274 0.85877 -3.57581 -0.08
C 3.64227 -0.03265 -3.05742 -0.08
C 1.32775 -1.98154 -2.34072 -0.34
C 1.52073 -3.34204 -2.54299 -0.08
C 0.89697 -3.98532 -3.60474 -0.08
C 0.09018 -3.26912 -4.47313 -0.08
C -0.10220 -1.90536 -4.28038 -0.08
C 0.50295 -1.26521 -3.21341 -0.11
H 1.39187 -5.26023 0.58154 0.12
H -0.49490 -6.58092 -0.30120 0.11
H -2.74118 -5.56292 -0.51052 0.10
H -3.06334 -3.18998 0.08628 0.11
H -2.56729 -2.82959 3.00370 0.11
H -3.31579 -2.33301 5.30306 0.10
H -2.88594 -0.11471 6.29692 0.10
H -1.65984 1.60627 4.99906 0.10
H -0.88023 1.09632 2.70886 0.08
H -1.80540 -1.14368 -1.81697 0.09
H -3.77987 -0.56226 -3.15700 0.11
H -5.84574 0.24135 -2.03790 0.10
H -5.90406 0.43948 0.42446 0.11
H -3.92305 -0.14726 1.76599 0.10
H 2.82295 -4.26020 2.72855 0.13
H 5.21316 -4.68235 2.14353 0.11
H 6.19249 -3.59969 0.14846 0.10
H 4.83298 -2.05904 -1.21182 0.11
H 3.68939 0.95869 0.17607 0.11
H 5.35297 2.53208 -0.74059 0.11
H 5.90604 2.48337 -3.15100 0.10
H 4.80731 0.83746 -4.63241 0.10
H 3.15837 -0.74290 -3.71455 0.10
H 2.15630 -3.89943 -1.86705 0.10
H 1.04576 -5.04728 -3.75389 0.10
H -0.39229 -3.77192 -5.30170 0.10
H -0.73198 -1.34763 -4.96242 0.11
H 0.34604 -0.20706 -3.03562 0.10
Cl 3.12324 6.78726 -1.39735 0.62
C 2.32824 5.22975 -1.31469 -0.67
C 1.78810 4.66698 -2.47535 -0.10
C 1.14964 3.45624 -2.42798 0.00
C 1.02662 2.71455 -1.21924 -0.36
O 0.39898 1.58516 -1.21763 -0.19
C 1.60408 3.30111 -0.05916 -0.14
C 1.61612 2.68354 1.25461 -0.19
O 1.37354 1.51020 1.53084 -0.05
C 2.22208 4.56110 -0.12618 -0.07
H 1.87322 5.20390 -3.41209 0.10
H 0.71850 3.02134 -3.32091 0.11
H 1.92280 3.34686 2.07534 0.13
H 2.61806 4.99730 0.78348 0.11
C -3.01712 4.81647 3.93828 -0.02
N -2.87271 4.16948 2.64454 -0.05
C -3.94192 3.93600 1.84988 -0.06
C -3.81642 3.36263 0.63637 -0.01
C -2.48039 3.01967 0.23685 -0.37
N -1.42845 3.23379 1.00821 0.21
C -1.56737 3.82007 2.22642 -0.51
O -0.64107 4.02727 2.99889 0.04
N -2.26243 2.48007 -0.97455 0.20
H -4.07801 4.94572 4.14090 0.08
H -2.51737 5.78456 3.93614 0.10
H -2.55956 4.20813 4.71587 0.08
H -4.90290 4.24077 2.24393 0.13
H -4.66901 3.18657 0.00024 0.10
H -3.03585 2.09552 -1.48843 0.09
H -1.32567 2.11574 -1.15844 0.06
```

Properties
calculated total energy: -138812.615 eV
net charge: 0
spin multiplicity: 1
largest force on an atom: 0.84 eV/Å

=====

2.
C48H39F3N3O4P2S3SiY as an isolated structure in a non-equilibrium geometry. Source: OMol25; level of theory: wB97M-V/def2-TZVPD.

Structure (XYZ):
```
104
Properties=species:S:1:pos:R:3:lowdin_charge:R:1
Y 0.02048 1.56743 0.54269 1.18
C -2.10741 -0.80282 2.79320 -0.25
Si -1.10070 -0.88490 1.19444 0.52
C 0.28110 -2.15275 1.66504 -0.32
C -0.13178 -3.32976 2.30189 -0.12
C 0.76855 -4.21100 2.88425 -0.11
C 2.12482 -3.91707 2.84522 -0.10
C 2.56532 -2.78765 2.17233 -0.09
C 1.66762 -1.90316 1.56619 -0.35
P 2.29328 -0.48956 0.52359 1.09
C 3.87499 -1.24204 -0.08668 -0.32
C 5.09856 -1.31056 0.58016 -0.10
C 6.16937 -1.99518 0.01946 -0.09
C 6.05013 -2.62459 -1.21371 -0.11
C 4.85667 -2.52814 -1.91072 -0.09
C 3.78950 -1.83486 -1.35197 -0.09
C 2.96887 0.94617 1.57554 -0.59
C 3.57346 2.85934 0.10210 -0.16
C 3.09178 3.93986 0.73577 -0.14
C 2.33576 4.04190 1.95090 -0.16
C 1.77846 3.00013 2.61561 -0.12
C 1.76262 1.63219 2.18725 -0.59
C -2.17683 -1.96642 -0.00591 -0.30
C -3.44430 -2.46479 0.31719 -0.10
C -4.16042 -3.25745 -0.57255 -0.10
C -3.62655 -3.57289 -1.81602 -0.11
C -2.37385 -3.08627 -2.16915 -0.11
C -1.66344 -2.27867 -1.28334 -0.38
P 0.00773 -1.59644 -1.60107 1.06
C 0.66222 -2.91885 -2.72192 -0.37
C 0.93178 -4.14796 -2.10291 -0.10
C 1.57571 -5.16538 -2.78827 -0.09
C 1.97317 -4.97255 -4.10816 -0.12
C 1.71301 -3.76145 -4.73133 -0.10
C 1.06464 -2.73686 -4.04213 -0.09
C -0.32058 -0.31029 -2.87730 -0.39
C -1.48380 -0.21697 -3.64386 -0.10
C -1.61656 0.78499 -4.59206 -0.08
C -0.58449 1.69527 -4.80463 -0.09
C 0.57235 1.61101 -4.05032 -0.11
C 0.69892 0.61763 -3.08420 -0.14
H -2.50834 -1.77658 3.10778 0.01
H -2.94130 -0.10701 2.69010 -0.02
H -1.45103 -0.43415 3.58902 0.03
H -1.19607 -3.55085 2.35454 0.09
H 0.41085 -5.10570 3.38514 0.09
H 2.84193 -4.56864 3.33370 0.09
H 3.62544 -2.58451 2.15162 0.09
H 5.22172 -0.83628 1.54205 0.04
H 7.10642 -2.04427 0.56365 0.10
H 6.88555 -3.17589 -1.63042 0.09
H 4.74674 -2.99523 -2.88304 0.09
H 2.86315 -1.75605 -1.90475 0.06
H 4.12137 2.97847 -0.82408 0.11
H 3.29997 4.87085 0.21893 0.09
H 2.16954 5.03988 2.33869 0.08
H 1.19407 3.20324 3.50771 0.12
H 1.82818 0.32416 3.62572 0.05
H -3.87384 -2.22829 1.28744 0.09
H -5.13608 -3.64256 -0.29329 0.09
H -4.18081 -4.19978 -2.50587 0.09
H -1.95303 -3.33680 -3.13713 0.10
H 0.64515 -4.28385 -1.06279 0.11
H 1.78512 -6.10560 -2.29076 0.10
H 2.49605 -5.75912 -4.64088 0.09
H 2.02059 -3.60446 -5.75939 0.09
H 0.88186 -1.78996 -4.53557 0.10
H -2.29960 -0.90738 -3.47712 0.09
H -2.53697 0.86758 -5.15989 0.10
H -0.69764 2.48211 -5.54162 0.10
H 1.36796 2.33097 -4.19048 0.10
H 1.59977 0.56440 -2.48000 0.09
O 3.44453 -0.18621 3.92145 -0.52
S 4.26036 0.71909 3.03190 0.74
O 4.34211 2.09449 3.56024 -0.48
O 1.10977 0.71841 3.07422 -0.12
O 3.63278 1.54038 0.46311 -0.19
F -2.39175 4.74796 -4.70863 0.09
C -2.41529 5.05515 -3.37206 -0.58
F -1.33336 5.78766 -3.14299 0.11
F -3.48450 5.89123 -3.23396 0.10
C -2.59020 3.81415 -2.55345 -0.13
C -3.85751 3.25540 -2.58567 -0.02
C -4.11890 2.06395 -1.93364 -0.06
C -3.05886 1.44207 -1.30330 -0.21
N -1.82921 1.95104 -1.26963 -0.11
C -1.56710 3.16339 -1.81484 -0.74
S 0.00616 3.77378 -1.48722 0.57
H -4.64599 3.76546 -3.12741 0.12
H -5.10707 1.62697 -1.91495 0.10
H -3.18855 0.48525 -0.80864 0.10
C -2.63742 4.68039 6.14432 -0.05
C -3.20797 3.61550 5.24590 -0.36
C -4.21178 2.75700 5.68023 -0.06
C -4.65980 1.83672 4.75204 -0.17
N -4.19494 1.75486 3.51198 0.03
C -3.21853 2.62511 3.16088 -0.82
S -2.66117 2.61196 1.51533 0.56
N -2.71213 3.54733 4.01637 0.09
H -3.39384 5.06024 6.83335 0.06
H -2.25016 5.49200 5.53185 0.07
H -1.80897 4.27233 6.72879 0.08
H -4.62060 2.80901 6.68111 0.09
H -5.44699 1.13064 5.00970 0.10
```

Properties
calculated total energy: -131228.874 eV
net charge: -2
spin multiplicity: 1
largest force on an atom: 1.93 eV/Å

=====

ΔE to the lowest compared entry with this formula, charge and spin (kcal per mole)
0.0; 27.0